132
Properties=species:S:1:pos:R:3:forces:R:3 method="wB97M-V/def2-TZVPD" homo_ev=-11.45 charge=+1 largest_force_ha_per_bohr=0.0980 spin_multiplicity=1 e_above_lowest_kcal_mol=97.1 lumo_energy_ev=-3.154 energy_ev=-100921.169
C 1.3026 -1.4984 1.4748 -0.98 0.21 0.40
C -0.0505 -2.3293 1.2290 1.43 -0.06 0.58
C -0.0326 -3.2460 -0.0837 -1.61 -0.02 0.61
Cl 1.6431 -3.3226 -0.7735 -0.95 -0.12 -0.18
C -1.1550 -2.7948 -1.1403 -0.35 -2.18 1.58
C -1.2792 -3.7706 -2.3693 0.04 -0.15 0.64
C -2.0476 -3.2476 -3.6593 1.73 -0.03 -1.53
C -1.1149 -3.7261 -4.9031 -0.84 -0.28 -0.65
C -0.7465 -5.2570 -4.9155 0.66 -1.07 0.40
C 0.8264 -5.4800 -4.7013 0.06 1.32 0.27
S 1.1846 -6.9283 -3.5823 0.48 0.61 -0.04
C -3.4429 -3.9034 -3.9918 -0.62 0.29 -0.61
C -4.6503 -3.8497 -2.9979 -2.18 -0.62 0.30
C -4.4002 -3.7697 -1.4453 -0.72 0.07 -0.02
C -5.7722 -2.7355 -3.3269 1.64 0.76 0.88
C -2.0201 -1.6416 -3.8431 -0.60 -0.51 -0.51
F -3.3344 -1.1250 -4.1125 1.31 -0.58 0.74
C -1.4086 -0.7712 -2.7040 -0.21 3.55 -1.92
C -0.1967 0.1001 -3.3076 1.43 -2.79 -0.51
C 0.9903 -0.9858 -3.7992 2.67 2.23 -0.47
C 2.4893 -0.3176 -3.9233 -3.21 -1.29 -3.66
O 1.5624 -0.7306 -5.1350 -1.24 -0.59 3.34
N -0.9441 -1.3497 -1.4286 0.57 0.29 0.97
H 1.0975 -0.7992 2.3345 0.26 -0.68 -0.82
H 1.5786 -0.8566 0.5851 -0.08 -0.83 0.97
H 2.1352 -2.1809 1.7958 -0.76 0.79 -0.63
H -0.1297 -3.0334 2.1143 -0.20 0.94 -1.04
H -0.9064 -1.5973 1.2825 0.58 -0.94 -0.22
H -0.3591 -4.2836 0.2429 0.75 1.15 -0.68
H -2.1004 -2.8543 -0.5075 1.06 0.15 -1.02
H -1.8353 -4.6928 -2.0051 0.76 1.22 -0.23
H -0.2217 -4.1430 -2.5710 -1.36 0.60 -0.17
H -0.1674 -3.1267 -4.9928 -0.93 -0.46 0.24
H -1.7269 -3.5025 -5.8343 0.79 -0.12 1.03
H -1.2507 -5.8508 -4.0845 0.39 0.92 -0.97
H -1.0570 -5.7672 -5.8746 0.29 0.72 1.01
H 1.3846 -5.5346 -5.6819 -0.64 -0.09 1.14
H 1.1941 -4.5563 -4.1447 -0.22 -1.16 -0.77
H 2.3747 -6.5337 -2.9744 -1.04 -0.08 -0.78
H -3.3182 -4.9906 -4.3079 0.35 1.37 0.65
H -3.7884 -3.3969 -4.9546 0.44 -0.59 1.22
H -5.2412 -4.8180 -3.1427 1.07 1.00 0.05
H -4.1054 -2.7085 -1.1848 -0.03 -1.16 -0.07
H -5.4037 -3.9355 -0.9340 1.23 0.26 -0.63
H -3.7139 -4.5553 -1.0130 -0.53 0.96 -0.54
H -5.7826 -2.4520 -4.4136 -0.31 -0.51 1.05
H -5.4249 -1.8079 -2.7591 -0.63 -0.88 -0.85
H -6.7754 -2.9982 -2.8955 0.98 0.04 -0.71
H -1.4638 -1.3652 -4.7961 -0.58 -0.58 1.23
H -2.1729 0.0377 -2.4517 0.60 -1.41 -0.23
H 0.2858 0.7546 -2.5305 -0.76 -0.36 -0.84
H -0.4938 0.6277 -4.2530 0.14 -0.26 1.20
H 0.9236 -2.0845 -3.4042 0.19 2.02 -0.99
H 2.5112 0.7887 -4.1182 0.39 -1.13 1.20
H 3.3571 -0.9578 -4.2241 -0.51 0.78 1.53
H -1.3923 -0.8333 -0.6510 0.21 -0.30 -0.53
H 0.0649 -1.1294 -1.2953 -0.41 -0.36 -0.37
C 0.1170 2.3952 8.1727 -0.19 0.21 -0.17
C 0.5129 1.2490 7.2627 0.41 0.15 0.69
O -0.4617 1.0574 6.2266 -0.01 0.00 -0.54
C -0.3555 1.8848 5.1835 -0.09 -0.16 0.55
O 0.4701 2.7489 5.0430 -0.21 -0.23 -0.16
O -1.3434 1.5967 4.3216 0.12 -0.11 -0.07
C -1.3803 2.4526 3.1814 -0.08 0.21 -0.29
H -0.8947 2.2470 8.5576 0.11 -0.10 0.06
H 0.8078 2.4765 9.0134 -0.03 -0.04 -0.05
H 0.1171 3.3440 7.6325 0.13 -0.05 0.02
H 0.5454 0.3217 7.8368 -0.22 -0.05 -0.26
H 1.5080 1.3988 6.8367 -0.19 0.06 -0.15
H -0.4122 2.4848 2.6783 0.00 0.11 0.18
H -1.6927 3.4554 3.4772 0.16 -0.02 -0.06
H -2.1171 2.0516 2.4854 -0.04 -0.12 0.24
C 2.0269 5.2739 5.1155 0.41 0.22 -0.05
C 0.8591 6.1708 5.4714 -0.01 -0.48 -0.42
O 1.1743 6.9989 6.5969 -0.08 0.33 0.04
C 1.8929 8.0944 6.3197 0.02 -0.18 0.21
O 2.2775 8.4341 5.2310 -0.07 0.01 0.09
O 2.1237 8.7394 7.4703 -0.14 -0.13 -0.21
C 2.9344 9.9051 7.3268 0.23 0.39 0.09
H 2.3529 4.7047 5.9889 -0.17 -0.08 -0.07
H 1.7509 4.5790 4.3237 -0.01 0.05 0.11
H 2.8844 5.8602 4.7783 -0.12 0.08 -0.02
H 0.0041 5.5583 5.7645 0.07 0.15 0.24
H 0.5437 6.7769 4.6185 0.16 0.12 0.14
H 2.5281 10.5784 6.5710 0.08 -0.16 -0.04
H 3.9580 9.6207 7.0772 -0.10 0.05 -0.13
H 2.9407 10.4243 8.2844 -0.14 -0.25 0.01
C -8.9132 3.5344 1.8013 -0.01 -0.27 0.15
C -7.5579 4.2114 1.7482 -0.53 0.18 -0.44
O -6.7605 3.8482 2.8830 0.42 -0.23 -0.01
C -6.1409 2.6670 2.7960 -0.30 0.32 0.23
O -6.1882 1.9050 1.8633 0.16 0.02 0.03
O -5.4668 2.4683 3.9369 0.01 0.06 -0.27
C -4.8022 1.2088 4.0005 0.19 -0.34 0.26
H -9.4055 3.7373 2.7552 0.02 0.13 -0.10
H -9.5526 3.8873 0.9903 0.05 0.02 0.04
H -8.8144 2.4506 1.7169 0.04 0.07 -0.10
H -7.6874 5.2940 1.7924 0.19 -0.09 0.25
H -7.0334 3.9876 0.8162 0.06 -0.15 0.19
H -4.1629 1.0552 3.1300 -0.19 -0.03 -0.02
H -5.5338 0.4035 4.0874 0.06 0.02 -0.18
H -4.1755 1.2042 4.8914 -0.13 0.24 -0.03
C 5.9270 -3.3493 3.7586 0.07 -0.05 0.25
C 5.4020 -1.9811 3.3704 0.30 -0.40 -0.33
O 4.7792 -1.3384 4.4873 -0.08 0.28 -0.01
C 5.6111 -0.7391 5.3511 -0.13 -0.10 0.12
O 6.8091 -0.6904 5.2662 -0.16 0.02 -0.05
O 4.8687 -0.2173 6.3349 0.04 -0.04 -0.25
C 5.6299 0.4098 7.3679 0.16 0.24 0.39
H 5.1351 -3.9485 4.2146 -0.02 0.03 -0.14
H 6.3126 -3.8772 2.8845 -0.03 0.04 0.03
H 6.7289 -3.2673 4.4941 0.02 0.07 -0.12
H 4.6314 -2.0889 2.6040 -0.14 0.15 0.21
H 6.1909 -1.3545 2.9477 -0.03 0.03 0.24
H 6.3177 1.1502 6.9579 0.02 -0.18 -0.02
H 6.1729 -0.3426 7.9419 0.08 0.09 -0.13
H 4.9316 0.9177 8.0322 -0.13 -0.15 -0.20
C 3.4158 -1.8556 -7.9409 -0.12 -0.16 -0.22
C 4.1992 -0.5625 -8.0518 -0.19 -0.20 0.50
O 4.7161 -0.3909 -9.3745 -0.01 0.26 -0.11
C 3.8458 0.0920 -10.2713 0.20 -0.17 -0.15
O 2.6996 0.3914 -10.0569 0.10 0.01 0.03
O 4.4694 0.1679 -11.4526 -0.07 0.03 0.34
C 3.6345 0.6171 -12.5198 -0.16 0.15 -0.44
H 4.0204 -2.7009 -8.2787 0.07 0.08 0.11
H 3.1050 -2.0315 -6.9089 0.01 0.05 -0.04
H 2.5242 -1.8299 -8.5700 0.00 0.11 0.10
H 5.0610 -0.5977 -7.3824 0.13 0.04 -0.29
H 3.5956 0.2988 -7.7546 -0.03 -0.05 -0.23
H 3.1465 1.5599 -12.2697 -0.04 -0.16 0.08
H 2.8936 -0.1465 -12.7621 -0.05 0.13 0.10
H 4.2681 0.7766 -13.3913 0.14 -0.12 0.22